1.
Here is 6 unconnected molecules or ions with the total composition C25H50N5O16S in a non-equilibrium geometry from the Open Molecules 2025 dataset. Energies are from ωB97M-V/def2-TZVPD.

Each line ends with the Mulliken charge.
Cartesian coordinates (Å):
H (-0.752, 6.244, -6.451)  0.421
O (-0.636, 2.651, -2.707)  -0.442
H (-0.671, 6.410, -4.685)  0.301
O (5.978, -11.836, 5.169)  -0.550
O (0.446, -3.827, 1.961)  -0.313
C (0.249, 4.620, -5.449)  -0.257
H (0.454, 0.023, -1.911)  0.142
C (1.753, -1.660, -2.172)  -0.675
H (-1.257, -4.238, 3.090)  0.338
C (-3.256, 6.330, 1.294)  -0.137
H (6.795, -11.644, 7.591)  0.319
N (-2.457, -0.762, -0.892)  0.002
O (-4.185, 8.537, -5.099)  -0.564
H (0.171, -1.297, -0.751)  0.501
H (-0.588, -2.595, 3.297)  0.342
H (4.362, -0.223, 0.852)  0.245
H (7.741, -10.807, 3.324)  0.298
H (4.331, -11.489, 7.074)  0.316
H (5.183, 0.117, -0.659)  0.244
H (6.813, -9.794, 2.207)  0.208
O (-3.754, 3.911, 0.247)  -0.560
H (-3.093, 10.820, -4.871)  0.310
H (1.811, -1.592, -3.267)  0.442
H (6.736, -10.052, 8.329)  0.291
H (-2.640, 2.371, -2.229)  0.432
C (6.149, -10.949, 8.125)  -1.099
C (6.738, -10.509, 3.021)  -0.658
C (-3.609, 10.875, -3.912)  -0.169
H (-5.549, 11.351, -3.106)  0.294
C (-1.717, 1.798, -2.313)  -0.629
H (-3.628, 6.090, -4.719)  0.231
N (4.494, -0.397, -0.133)  -0.318
C (-4.689, 6.748, 1.036)  -1.086
H (-1.423, -3.036, 1.801)  0.152
O (-3.183, 5.121, 2.070)  -0.382
H (-5.349, -2.034, -1.469)  0.440
H (-3.192, 1.526, 0.790)  -0.097
O (0.254, 3.973, -4.164)  -0.385
C (-3.842, 8.545, -3.947)  0.726
O (-1.617, 2.836, -4.731)  -0.576
H (3.971, -3.234, -1.194)  0.352
N (3.801, -2.642, -0.387)  -0.461
H (-3.071, 11.591, -3.293)  0.294
N (2.813, -0.790, -1.625)  -0.101
H (-5.235, 6.836, 1.976)  0.323
C (1.418, -4.177, 2.811)  0.727
S (-0.896, -1.625, -2.946)  -0.241
H (3.861, -4.335, 3.599)  0.349
H (-5.227, 6.263, -3.945)  0.360
H (-1.471, 1.392, -1.337)  0.188
H (2.529, -6.388, 4.212)  0.333
C (3.656, -1.292, -0.732)  0.289
C (-3.759, 1.727, 1.697)  -0.228
O (-3.449, -2.004, -2.418)  -0.338
H (-3.539, 0.951, 2.426)  0.293
H (-5.211, 6.013, 0.425)  0.285
C (-5.047, 11.323, -4.074)  -1.126
H (3.041, -7.160, 2.723)  0.298
C (5.784, -10.651, 5.131)  0.749
C (0.386, -1.066, -1.799)  -0.499
H (-3.910, 5.439, -3.101)  0.089
C (-3.464, 4.001, 1.413)  0.784
H (-2.697, 6.215, 0.365)  0.258
C (3.335, -6.434, 3.482)  -1.123
C (-4.151, 6.253, -3.781)  -0.543
O (5.264, -9.902, 6.101)  -0.329
H (5.860, -11.406, 9.070)  0.358
H (-4.827, 1.718, 1.486)  0.297
H (2.994, -2.972, 0.147)  0.278
O (-3.517, 9.616, -3.226)  -0.362
H (-2.754, 7.094, 1.884)  0.296
C (-4.337, -1.672, -1.420)  -0.039
O (2.451, -4.625, 2.088)  -0.334
O (-3.734, 7.470, -3.161)  -0.221
C (-2.341, -1.409, -1.986)  0.646
H (2.405, 0.027, -1.165)  0.340
O (-3.379, 2.979, 2.270)  -0.372
C (-0.805, 5.704, -5.506)  -0.911
H (6.172, -11.374, 2.682)  0.306
H (-1.841, 0.980, -3.017)  0.256
H (1.838, -2.715, -1.933)  0.361
C (3.586, -5.081, 2.853)  -0.275
H (-4.717, 7.706, 0.517)  0.349
H (-1.803, 5.282, -5.409)  0.127
H (-5.087, 12.315, -4.524)  0.372
O (1.362, -4.106, 4.005)  -0.530
H (4.412, -5.155, 2.147)  0.318
C (4.922, -10.603, 7.308)  -0.194
C (-0.771, -3.402, 2.591)  -0.655
N (-3.787, -0.968, -0.550)  -0.547
H (0.122, 3.887, -6.245)  0.311
H (4.284, -9.927, 7.875)  0.282
C (-0.746, 3.122, -3.955)  0.771
H (4.232, -6.793, 3.986)  0.372
H (1.237, 5.062, -5.570)  0.299
O (6.075, -9.849, 4.101)  -0.297
H (-5.605, 10.637, -4.710)  0.316

Properties
* frontier orbital gap: 0.264 Ha
* HOMO energy: -12.02 eV
* LUMO: -4.8423 eV
* net charge: +1

2.
Here is a molecular structure, C5H12N2O in a non-equilibrium geometry from the Open Molecules 2025 dataset. Energies are from ωB97M-V/def2-TZVPD.

Each line ends with the Mulliken charge.
Cartesian coordinates (Å):
C (-1.579, -0.001, -1.428)  -1.191
H (-0.439, 0.536, 1.778)  0.393
C (0.003, 1.954, 0.176)  -1.530
O (-1.523, -1.426, 0.476)  -0.721
N (1.691, -0.889, -0.664)  -0.489
H (1.839, -0.073, -1.238)  0.267
H (1.999, 0.052, 1.150)  0.406
H (0.778, 2.423, 0.784)  0.393
H (0.354, 1.935, -0.857)  0.344
H (1.119, -1.582, -1.129)  0.316
C (-0.302, 0.567, 0.698)  0.196
C (-1.222, -0.299, 0.013)  0.713
H (-0.871, 2.609, 0.212)  0.342
H (-0.032, -2.046, 1.059)  0.417
H (-2.421, -0.626, -1.723)  0.377
N (0.952, -1.752, 1.353)  -0.616
H (0.927, -1.574, 2.349)  0.290
H (-0.734, -0.229, -2.084)  0.235
H (-1.846, 1.045, -1.574)  0.335
C (1.308, -0.623, 0.647)  -0.475

Properties
* frontier orbital gap: 0.331 Ha
* energy above the lowest of the compared OMol25 structures with the same formula, charge and spin: 195.47 kJ/mol
* HOMO energy: -8.13 eV
* LUMO: 0.8762 eV
* net charge: 0

3.
Here is a gas-phase ion, C5H9N2 (charge +1) in a non-equilibrium geometry from the Open Molecules 2025 dataset. Energies are from ωB97M-V/def2-TZVPD.

Each line ends with the Mulliken charge.
Cartesian coordinates (Å):
H (-2.058, -0.205, -0.418)  0.475
H (0.245, -1.547, 0.390)  0.202
H (-0.631, -0.713, 2.239)  0.357
H (0.932, 0.033, -2.463)  0.231
C (0.109, -0.435, 0.145)  0.403
C (1.608, 0.262, -1.567)  -0.059
H (2.538, 0.651, -2.035)  0.297
C (-0.085, 0.055, 1.572)  -0.692
N (1.320, 0.182, -0.302)  0.157
H (-1.163, 0.958, -0.906)  0.622
C (-1.108, -0.064, -0.767)  -1.832
H (-1.224, -0.474, -1.725)  0.450
H (1.452, 0.797, 2.896)  0.242
C (2.085, 0.893, 1.024)  -0.192
H (-0.847, 0.841, 1.546)  0.286
N (1.251, 0.554, 1.921)  0.052

Properties
* frontier orbital gap: 0.350 Ha
* energy above the lowest of the compared OMol25 structures with the same formula, charge and spin: 480.82 kJ/mol
* HOMO energy: -14.65 eV
* LUMO: -5.1124 eV
* net charge: +1

4.
Here is a single C29H38N4O5S molecule from the Open Molecules 2025 dataset. Energies are from ωB97M-V/def2-TZVPD.

Each line ends with the Mulliken charge.
Cartesian coordinates (Å):
N (1.459, 3.637, -2.442)  -0.002
H (0.614, -2.198, 4.801)  0.290
H (1.398, -3.470, 1.127)  0.241
H (-4.387, -4.485, 1.059)  0.346
C (-0.209, 4.671, -3.896)  -0.138
C (-4.721, -3.836, -0.964)  -0.642
H (-5.733, -4.242, -1.000)  0.329
C (-3.362, -1.768, -0.559)  -0.636
H (-2.992, -2.366, 1.486)  0.448
H (2.588, -3.098, -0.149)  0.573
H (-1.980, -4.145, -0.787)  0.324
C (0.856, 0.457, -0.578)  -0.042
C (0.134, 2.785, 0.826)  -1.022
H (-0.641, -2.008, -0.255)  0.407
C (-3.901, -4.580, 0.086)  -0.813
H (-0.299, 3.763, 0.761)  0.543
H (2.370, 7.389, -4.806)  0.369
H (3.842, -3.523, 1.876)  0.430
H (4.497, -2.114, 4.287)  0.383
O (-1.302, -1.273, 2.730)  -0.735
C (1.996, 5.620, -3.670)  -0.740
H (-4.008, 4.404, -5.397)  0.384
H (-4.268, -3.978, -1.947)  0.307
C (-4.772, -2.346, -0.640)  -0.823
H (-5.342, -1.816, -1.405)  0.360
C (-0.423, 1.628, 1.161)  -0.750
H (4.008, -0.626, 3.423)  0.387
H (-2.869, -1.868, -1.530)  0.351
H (3.564, -0.500, 5.906)  0.384
C (1.459, -2.828, 5.119)  -0.656
H (2.561, 1.600, -1.299)  0.797
C (2.178, -3.359, 3.878)  -0.768
O (2.336, -2.089, 5.937)  -0.447
H (-1.428, 1.394, 1.446)  0.589
N (-1.207, -1.961, 0.579)  0.026
H (-3.402, -0.706, -0.309)  0.371
H (0.107, 7.450, -5.797)  0.388
H (-5.277, -2.199, 0.317)  0.343
C (0.386, 6.668, -5.108)  -0.735
H (-0.909, 3.902, -3.625)  0.518
C (-2.544, -2.513, 0.497)  -0.627
H (2.310, 3.245, 0.592)  0.653
H (-0.085, 0.348, -1.123)  0.563
C (3.639, -1.492, 3.977)  -0.746
C (0.745, 2.590, -1.955)  0.117
H (-3.137, 4.416, -3.847)  0.258
C (-0.545, 5.685, -4.779)  0.654
H (2.088, -0.320, 4.910)  0.261
C (1.065, 4.638, -3.341)  0.078
C (1.540, 1.771, -0.950)  -0.480
C (0.709, -0.806, 1.501)  1.983
H (1.089, -3.651, 5.732)  0.392
O (-0.405, 2.335, -2.242)  -0.716
H (1.464, -3.900, 3.256)  0.383
C (1.648, 6.628, -4.552)  -0.687
H (2.980, -4.054, 4.186)  0.373
S (-2.131, 5.814, -5.539)  -0.071
C (0.672, 0.612, 0.962)  0.328
C (-3.031, 4.362, -4.926)  -0.816
H (2.986, 5.591, -3.238)  0.327
C (-0.707, -1.374, 1.679)  -0.373
C (2.887, -1.011, 5.220)  -0.565
H (1.225, -0.850, 2.466)  -0.649
C (1.571, 2.457, 0.470)  0.074
H (-2.515, 3.453, -5.223)  0.268
C (1.681, -0.818, -0.664)  -0.013
C (3.255, -2.590, 1.837)  -1.279
N (2.716, -2.232, 3.136)  0.806
O (2.352, -1.195, -1.599)  -0.747
N (1.493, -1.497, 0.493)  0.035
C (-2.490, -4.006, 0.170)  -0.639
O (1.843, 1.354, 1.304)  -0.560
C (2.147, -2.748, 0.788)  -0.961
H (-3.852, -5.642, -0.163)  0.363
H (-1.917, -4.528, 0.940)  0.394
H (2.416, 3.724, -2.125)  0.213
H (3.917, -1.785, 1.509)  0.469

Properties
* frontier orbital gap: 0.316 Ha
* energy above the lowest of the compared OMol25 structures with the same formula, charge and spin: 0.00 kJ/mol
* HOMO energy: -8.05 eV
* LUMO: 0.5397 eV
* net charge: 0
* SMILES: CSc1cccc(NC(=O)[C@@H]2[C@H]3C(=O)N(CCN4CCOCC4)[C@H](C(=O)NC4CCCCC4)[C@]34C=C[C@H]2O4)c1

5.
Here is 2 unconnected molecules or ions with the total composition C5H15NO2 in a non-equilibrium geometry from the Open Molecules 2025 dataset. Energies are from ωB97M-V/def2-TZVPD.

Each line ends with the Mulliken charge.
Cartesian coordinates (Å):
C (0.882, 0.995, -2.115)  -1.560
O (-0.595, 2.982, -0.463)  -0.695
O (-0.957, -1.085, 2.516)  -0.498
N (-0.079, 0.300, 0.925)  -0.230
H (1.820, 1.489, -2.331)  0.310
C (1.166, -0.140, -1.124)  -0.617
C (0.269, -2.133, 0.034)  -1.454
H (0.346, -2.860, -0.752)  0.450
C (-1.168, 0.147, 1.849)  -0.586
H (0.024, 1.613, -1.966)  0.562
H (0.641, 0.562, -3.102)  0.360
H (0.168, 2.385, -0.461)  0.355
H (1.535, -0.976, -1.665)  0.488
H (0.828, 0.136, 1.349)  0.282
H (1.177, -2.318, 0.603)  0.336
H (-1.621, -1.269, 3.186)  0.282
H (-0.548, -2.511, 0.694)  0.342
H (-2.138, 0.237, 1.354)  0.373
H (1.888, 0.086, -0.345)  0.358
C (-0.072, -0.625, -0.222)  0.078
H (-1.255, 2.645, 0.161)  0.302
H (-1.016, -0.592, -0.749)  0.411
H (-1.295, 0.933, 2.623)  0.351

Properties
* frontier orbital gap: 0.373 Ha
* energy above the lowest of the compared OMol25 structures with the same formula, charge and spin: 172.11 kJ/mol
* HOMO energy: -9.46 eV
* LUMO: 0.6923 eV
* net charge: 0
* SMILES: CC[C@@H](C)NCO.O